Formula: C71H115N5O31
Source: OMol25
Level of theory: ωB97M-V/def2-TZVPD

Summary:
LUMO in hartree: -0.032
Kohn-Sham gap in Eh: 0.264
Total charge: 0

```
222
Properties=species:S:1:pos:R:3:mulliken_charge:R:1
C 3.00558 -37.13884 -5.98669 -2.206
C 2.25321 -35.82598 -5.89043 1.715
C 2.59492 -34.84740 -7.03299 -1.849
C 1.73001 -33.62408 -6.88453 1.339
C 0.22302 -33.99344 -7.02545 -0.613
C -0.14603 -34.97733 -5.87192 1.732
N 0.84025 -36.09677 -5.91594 0.294
O 0.58069 -37.02366 -4.84453 -0.505
C -0.30237 -34.23526 -4.55192 0.948
C -1.47984 -35.66720 -6.30044 -1.579
C 2.76582 -35.23973 -4.48284 -1.511
H 2.62674 -37.66758 -6.87141 0.446
H 2.83525 -37.75357 -5.15148 0.528
H 4.09670 -36.97261 -6.04884 0.396
H 3.60770 -34.52745 -7.00034 0.540
H 2.36339 -35.34022 -7.97676 0.257
H 2.01230 -32.91846 -7.65510 -0.904
H 1.96924 -33.05048 -5.97295 -0.047
H 0.09043 -34.41654 -8.04902 0.503
H -0.30391 -33.05873 -6.98107 -0.611
H -1.25337 -33.66315 -4.71654 -1.177
H -0.56074 -34.91709 -3.72506 0.609
H 0.58877 -33.70248 -4.27821 -0.667
H -1.36895 -36.01247 -7.36551 0.391
H -1.54023 -36.55543 -5.61128 0.452
H -2.35686 -35.06197 -6.19537 -0.121
H 3.83483 -35.15554 -4.57093 0.479
H 2.53153 -35.99470 -3.76729 0.490
H 2.27414 -34.32229 -4.11847 0.102
H 0.43296 -37.82636 -5.40179 0.395
C -1.04968 -28.30622 -6.18211 0.626
C -1.93904 -29.09141 -5.17077 2.011
C -2.19157 -28.39230 -3.79184 1.329
C -3.06121 -27.14238 -3.98174 -0.055
C -4.40233 -27.58161 -4.45702 -1.172
C -4.38067 -28.29988 -5.82929 2.418
N -3.28760 -29.38603 -5.71145 0.438
O -3.15717 -30.19034 -6.81800 1.888
C -5.70922 -29.01538 -6.01001 -1.401
C -4.24421 -27.34978 -7.02135 -1.732
C -1.20731 -30.43722 -4.87490 0.313
H -1.34553 -27.24932 -6.36256 -0.276
H -1.04960 -28.79780 -7.16590 -1.334
H -0.03246 -28.20543 -5.87871 -0.209
H -2.65735 -29.10775 -3.10984 -0.928
H -1.24965 -28.11470 -3.40963 -0.541
H -2.51772 -26.53093 -4.69069 -0.299
H -3.17181 -26.64520 -3.02477 0.343
H -5.18912 -26.82291 -4.49930 0.981
H -4.73220 -28.36002 -3.73085 -0.634
H -6.57358 -28.32876 -5.90883 0.186
H -5.80285 -29.45728 -7.06484 0.047
H -5.87804 -29.70606 -5.16893 -0.006
H -5.17083 -26.74356 -7.00816 0.388
H -3.37054 -26.69599 -6.97539 0.041
H -4.08468 -27.88921 -7.93748 0.286
H -0.77052 -30.95095 -5.73935 -0.423
H -1.79060 -31.05972 -4.22553 -0.249
H -0.29602 -30.24976 -4.32374 -1.246
H -3.76091 -30.88271 -6.68075 -0.694
C 2.86173 -24.66181 0.02460 -1.827
C 1.84888 -24.27323 -1.00454 2.064
C 1.95389 -25.22321 -2.18440 -1.413
C 1.28044 -26.51687 -2.09220 0.772
C -0.16897 -26.32146 -1.59649 0.116
C -0.24303 -25.54633 -0.32327 1.807
N 0.47384 -24.30521 -0.50114 0.570
O 0.49629 -23.53933 0.66707 -0.568
C -1.73978 -25.21492 -0.01839 -1.438
C 0.25602 -26.40814 0.90943 -1.609
C 2.15789 -22.84906 -1.45320 -1.638
H 2.83567 -23.96805 0.89715 0.346
H 3.82698 -24.55061 -0.44947 0.541
H 2.82133 -25.73287 0.32435 0.244
H 1.56859 -24.61821 -3.02068 -0.263
H 2.99440 -25.23721 -2.50362 0.781
H 1.74602 -27.33155 -1.56848 0.690
H 1.15286 -27.07738 -3.05774 -1.000
H -0.51175 -27.34932 -1.54873 -0.639
H -0.75395 -25.85550 -2.33884 -0.474
H -2.19722 -24.73204 -0.90306 0.183
H -2.26267 -26.17388 0.15781 -0.233
H -1.80915 -24.71799 0.91669 0.699
H 0.65016 -25.79469 1.70757 0.321
H -0.55558 -27.00262 1.30539 0.353
H 1.07840 -27.03700 0.57766 0.207
H 3.21183 -22.86923 -1.89765 0.281
H 2.05148 -22.25784 -0.54514 0.549
H 1.40975 -22.41888 -2.17408 0.097
H -0.05486 -22.77643 0.46877 0.372
C -4.85570 -27.13957 -11.18530 -1.152
C -6.11249 -27.32632 -12.00494 0.866
C -5.99639 -27.43184 -13.49955 -0.466
O -7.02098 -28.38403 -13.81806 -0.392
C -7.43134 -29.08031 -12.74999 0.567
O -8.14717 -30.01137 -12.73865 -0.527
O -6.82994 -28.50734 -11.66460 -0.177
H -4.29129 -28.10489 -10.90895 0.130
H -5.08939 -26.70104 -10.19565 0.204
H -4.12074 -26.51367 -11.76119 0.409
H -6.76069 -26.48828 -11.82119 -0.020
H -5.05398 -27.87388 -13.84783 0.304
H -6.13804 -26.46821 -13.99778 0.310
C -4.61604 -35.04884 -3.22946 -1.784
C -3.57750 -33.97051 -3.11475 2.702
C -4.04883 -32.56934 -2.74137 -0.296
O -2.83499 -32.00592 -2.13475 0.341
C -2.19120 -33.04724 -1.53712 0.212
O -1.33140 -32.93315 -0.74569 -0.564
O -2.58280 -34.23741 -2.07615 -0.484
H -4.08820 -36.03190 -3.26269 0.385
H -5.32594 -34.98555 -4.00974 0.343
H -5.22396 -35.09056 -2.25252 0.362
H -3.04282 -33.86630 -4.10575 -1.117
H -4.92262 -32.52649 -2.06763 0.255
H -4.30296 -31.93353 -3.57798 -0.218
C -3.25925 -22.65872 -4.77522 -1.367
C -1.99990 -22.69076 -5.66252 0.257
C -0.75882 -22.03642 -4.97390 -0.535
O -0.08302 -23.17470 -4.51579 -0.345
C -0.53642 -24.28878 -5.00815 0.070
O -0.05316 -25.34019 -4.79633 0.324
O -1.53368 -24.03796 -5.86090 -0.400
H -3.81532 -21.74176 -4.92412 0.432
H -3.11430 -22.88938 -3.74933 0.324
H -3.88170 -23.49128 -5.11870 0.268
H -2.18006 -22.29720 -6.65363 0.398
H -1.03970 -21.40400 -4.13069 0.327
H -0.04899 -21.51589 -5.68218 0.276
C -4.86983 -29.78225 1.45471 -1.706
C -4.46785 -28.53609 0.74451 0.805
C -4.27331 -28.55876 -0.72711 0.804
O -4.47952 -27.16105 -1.05129 -0.171
C -5.25309 -26.59711 -0.09407 0.537
O -5.56773 -25.46601 -0.12717 -0.588
O -5.52038 -27.51762 0.90111 -0.479
H -5.07764 -29.45279 2.44121 0.450
H -4.01551 -30.48287 1.47234 0.302
H -5.69358 -30.33763 0.97889 0.310
H -3.62401 -28.17076 1.27334 0.354
H -4.98503 -29.17430 -1.16595 0.169
H -3.24721 -28.80220 -1.08587 -0.836
C 5.02464 -25.97070 -6.18453 -1.483
C 4.25218 -26.99235 -5.41856 0.476
C 2.66046 -26.98896 -5.88965 0.359
O 2.38624 -28.39473 -6.17793 0.129
C 3.56529 -29.03701 -6.14192 0.422
O 3.67629 -30.20067 -6.39516 -0.491
O 4.59417 -28.27495 -5.72721 -0.431
H 5.14483 -26.34440 -7.18935 0.406
H 6.08043 -25.69080 -5.86960 0.319
H 4.50327 -24.97711 -6.22295 0.328
H 4.42748 -26.89574 -4.34221 0.295
H 2.69777 -26.32072 -6.77265 0.306
H 1.89417 -26.69925 -5.19073 -0.698
C 2.08403 -30.38033 -3.02092 -1.564
C 1.18368 -30.86135 -1.90846 1.030
C 1.84055 -31.01992 -0.55650 -0.760
O 0.85014 -30.48640 0.34458 -0.459
C -0.16772 -29.93064 -0.33099 0.040
O -1.09872 -29.43522 0.21059 -0.421
O 0.12143 -29.95432 -1.67745 1.212
H 1.62961 -30.08917 -4.04826 -0.317
H 2.75974 -31.23742 -3.18914 0.577
H 2.57655 -29.44559 -2.76589 0.498
H 0.70833 -31.81035 -2.23859 -0.369
H 2.72910 -30.41179 -0.55995 0.433
H 2.00384 -32.04896 -0.35003 0.358
C 1.98649 -30.90313 -9.72921 -1.486
C 0.57769 -31.10361 -9.25416 1.757
C -0.55383 -30.03494 -9.59968 -0.097
O -1.21061 -30.61824 -10.78296 -0.331
C -0.82320 -31.86432 -10.89981 0.486
O -1.20815 -32.61112 -11.74227 -0.603
O 0.03940 -32.27365 -9.90544 -0.293
H 1.94875 -30.91603 -10.82227 0.434
H 2.68487 -31.64660 -9.31871 0.270
H 2.34158 -29.88590 -9.53009 0.205
H 0.50893 -31.21947 -8.15629 -0.627
H -0.26755 -29.08125 -10.00487 0.361
H -1.32560 -29.93018 -8.80932 -0.251
C -4.70241 -31.66648 -9.68709 -0.897
C -4.80053 -33.20187 -9.30291 0.261
C -3.51202 -33.75404 -8.84504 -0.644
O -3.47425 -33.20872 -7.51869 0.813
C -4.75896 -33.14694 -7.10599 0.025
O -5.15102 -32.91042 -5.97796 -0.541
O -5.58486 -33.37153 -8.13738 -0.455
H -5.73509 -31.31579 -9.76127 0.403
H -4.15209 -31.56331 -10.61360 0.425
H -4.01054 -31.03420 -9.05196 -0.244
H -5.26777 -33.77365 -10.08795 0.582
H -2.70379 -33.35064 -9.42237 0.072
H -3.55442 -34.84553 -8.90382 0.320
C -9.62836 -28.14576 -7.50431 -0.323
C -9.42734 -28.07042 -8.90511 -0.565
C -8.92377 -26.90302 -9.47038 -0.349
C -8.51145 -25.88694 -8.63694 0.067
C -8.70811 -25.92482 -7.24013 -0.412
C -9.30818 -27.07372 -6.69325 0.147
N -7.89176 -24.69526 -9.21979 0.989
O -7.72510 -23.73832 -8.48576 -0.606
O -7.55077 -24.74514 -10.42583 -0.609
H -9.97156 -29.09702 -7.00698 0.328
H -9.59621 -29.00229 -9.45909 0.401
H -8.80499 -26.88501 -10.56084 0.394
H -8.43954 -25.07868 -6.58863 0.449
H -9.54608 -27.21665 -5.63056 0.037
C -10.29711 -26.06045 -2.39298 -0.552
C -8.99757 -26.19884 -1.94008 -0.617
C -8.34403 -27.43974 -2.10009 -0.190
C -9.00559 -28.47402 -2.84797 -0.044
C -10.30717 -28.32489 -3.28482 -0.426
C -10.95248 -27.11410 -3.07968 -0.407
N -8.26940 -29.75854 -3.14754 1.115
O -8.71249 -30.54813 -3.96115 -0.622
O -7.25813 -29.96490 -2.51459 -0.595
H -10.80281 -25.12107 -2.32361 0.411
H -8.48166 -25.42613 -1.39182 0.545
H -7.33101 -27.58147 -1.66760 0.450
H -10.73574 -29.09078 -3.93374 0.387
H -11.93647 -26.97548 -3.44007 0.467
```

Formula: C11H15ClO3
Source: OMol25
Level of theory: ωB97M-V/def2-TZVPD

Summary:
LUMO in hartree: -0.019
SMILES string: CC(C)CC1=C(C[C@H](C)Cl)C(=O)OC1=O
ΔE to the lowest compared entry with this formula, charge and spin in eV: 0.5514
Kohn-Sham gap in Eh: 0.374
Total charge: 0

```
30
Properties=species:S:1:pos:R:3:nbo_charge:R:1
C -0.14761 -3.08012 1.46549 -0.611
C -0.05182 -1.55726 1.77836 -0.203
C -1.42084 -0.87058 1.75914 -0.614
C 1.00289 -0.80626 0.96211 -0.437
C 0.74688 -0.70386 -0.52039 -0.069
C 0.83138 0.41097 -1.21299 -0.059
C 1.18128 1.77817 -0.70985 -0.473
C -0.11163 2.44010 -0.22010 -0.149
C -0.97416 3.02618 -1.34505 -0.644
Cl 0.24408 3.78412 0.94682 -0.083
C 0.55931 0.13928 -2.66514 0.775
O 0.52557 0.91442 -3.50889 -0.511
O 0.38724 -1.19523 -2.79643 -0.501
C 0.40141 -1.76958 -1.52505 0.767
O 0.17376 -2.89376 -1.42080 -0.491
H -0.15763 -3.62934 2.40382 0.209
H -1.07531 -3.23382 0.91828 0.211
H 0.68819 -3.41859 0.86323 0.220
H 0.28295 -1.50656 2.81891 0.202
H -1.30785 0.10135 2.24675 0.208
H -2.10409 -1.43507 2.39394 0.220
H -1.83879 -0.78627 0.75457 0.202
H 2.01288 -1.19080 1.12361 0.235
H 1.02840 0.22160 1.32916 0.218
H 1.82482 1.64279 0.15886 0.234
H 1.69401 2.37651 -1.45901 0.248
H -0.71956 1.71794 0.31679 0.210
H -0.84071 2.52013 -2.30151 0.233
H -2.02195 2.91224 -1.05879 0.217
H -0.81310 4.09129 -1.49584 0.232
```

Formula: C21H20F6MnN4O7PS3
Source: OMol25
Level of theory: ωB97M-V/def2-TZVPD

Summary:
LUMO (spin up / spin down) in hartree: -0.280 / -0.280
ΔE to the lowest compared entry with this formula, charge and spin in eV: 1.1012
Kohn-Sham gap (spin up / spin down) in Eh: 0.250 / 0.248
Total charge: +2

```
63
Properties=species:S:1:pos:R:3:nbo_charge:R:1
Mn -0.11103 0.16735 -0.20524 0.337
C -2.32811 1.37207 2.01086 -0.952
P -0.58953 0.87080 1.94403 1.110
C -0.45072 -0.47876 3.14193 -0.948
C 0.30507 2.25832 2.69922 -0.952
H -2.63510 1.53494 3.04469 0.259
H -2.94874 0.59095 1.57041 0.273
H -2.47057 2.29721 1.45211 0.249
H -0.69022 -0.11785 4.14297 0.255
H 0.55592 -0.89549 3.13453 0.253
H -1.14751 -1.27021 2.86732 0.270
H -0.20756 2.56395 3.61224 0.265
H 0.34427 3.11094 2.02033 0.252
H 1.31824 1.96128 2.97180 0.242
O 6.21999 -1.41603 -2.84484 -0.497
S 7.30408 -2.55620 -3.63292 1.804
O 7.13831 -3.79749 -2.97981 -0.775
O 8.57173 -1.74234 -2.85658 -0.596
C 8.18311 -1.09588 -1.77098 0.696
N 9.00220 -0.65562 -0.86776 -0.372
C 8.43607 -0.01516 0.15108 0.163
C 7.06081 0.16597 0.27456 -0.263
C 6.20075 -0.31255 -0.69761 0.273
N 6.83760 -0.94091 -1.72342 -0.041
C 4.72864 -0.17338 -0.64397 -0.071
C 4.17825 0.78375 0.21376 -0.194
C 2.80618 0.90050 0.31216 0.066
N 1.96479 0.12350 -0.37939 -0.411
C 2.48318 -0.78224 -1.21028 0.068
C 3.84733 -0.96129 -1.37492 -0.140
H 9.10597 0.36238 0.91400 0.251
H 6.67736 0.66039 1.15213 0.263
H 4.78155 1.46093 0.79938 0.241
H 2.36346 1.64440 0.95968 0.225
H 1.77307 -1.38592 -1.75868 0.257
H 4.16994 -1.73293 -2.05115 0.249
F -0.62570 -4.52902 0.40410 -0.284
C -1.17047 -4.00778 -0.68183 0.811
F -2.43217 -4.33561 -0.76054 -0.260
F -0.49757 -4.38900 -1.74995 -0.284
S -1.01514 -2.14269 -0.47830 2.130
O 0.15623 -1.91810 0.38637 -0.937
O -2.23429 -1.62813 0.07991 -0.884
N -0.54293 -1.31539 -1.77531 -1.206
S -1.54771 -1.36791 -3.09706 2.221
O -2.35298 -2.53818 -2.98446 -0.901
O -0.72687 -1.07572 -4.21731 -0.875
C -2.75158 0.06908 -2.94424 0.746
F -3.95051 -0.35578 -3.27076 -0.274
F -2.79127 0.53492 -1.68608 -0.324
F -2.38180 1.05273 -3.74341 -0.290
C -0.33467 1.66325 -0.71770 0.411
C -0.49874 3.01604 -1.11455 -0.250
C 0.62279 3.77860 -1.47412 -0.153
C 0.45554 5.09575 -1.85369 -0.210
C -0.81810 5.65401 -1.88028 -0.118
C -1.93335 4.90039 -1.53308 -0.204
C -1.78354 3.58080 -1.15151 -0.144
H 1.60852 3.33089 -1.46643 0.213
H 1.31173 5.69141 -2.13813 0.238
H -0.94235 6.68520 -2.18243 0.240
H -2.91944 5.34206 -1.56973 0.245
H -2.64754 2.98042 -0.90199 0.234
```

Formula: C8H22NO3Si
Source: OMol25
Level of theory: ωB97M-V/def2-TZVPD

Summary:
LUMO (spin up / spin down) in hartree: -0.084 / -0.339
ΔE to the lowest compared entry with this formula, charge and spin in eV: 1.4097
Kohn-Sham gap (spin up / spin down) in Eh: 0.154 / 0.200
Total charge: +1
Spin multiplicity: 3

```
35
Properties=species:S:1:pos:R:3:mulliken_charge:R:1
C -0.61334 -2.07909 1.32216 -1.489
C -0.47592 -2.49420 -1.09293 -1.278
C -2.82152 0.53467 -1.45208 -0.912
C 2.87592 -1.32757 -0.58026 -0.634
C 0.94079 0.93943 2.85673 -0.635
C 1.44911 3.26341 -0.48810 -0.791
C -1.08942 -1.63934 0.00839 0.575
C -0.82254 -0.11806 -0.17734 -0.474
N -1.40300 0.52508 -1.40407 0.018
O 1.82543 -0.38116 -0.74552 0.140
O 1.51888 0.60811 1.62230 -0.288
O 0.56533 2.20008 -0.45019 0.457
Si 0.93095 0.63912 0.11842 -1.235
H 0.42507 -1.83248 1.51202 0.196
H -1.14822 -1.57037 2.15051 0.386
H -0.55467 -3.09656 1.58060 0.494
H -0.71704 -3.49906 -0.90457 0.531
H -0.82679 -2.32814 -2.16804 0.465
H 0.56988 -2.24585 -1.19309 0.073
H -3.08555 1.21354 -0.55688 0.261
H -3.17694 1.08620 -2.29608 0.592
H -3.07064 -0.56099 -1.40801 0.334
H 2.86108 -1.72285 -1.59826 0.319
H 2.40107 -2.05939 0.12972 0.286
H 3.85204 -0.94817 -0.31422 0.284
H 0.67867 0.06101 3.40966 0.268
H 0.09838 1.63568 2.66763 0.340
H 1.73611 1.44935 3.46435 0.257
H 1.99022 3.33356 0.48275 0.235
H 0.98390 4.30134 -0.60285 0.284
H 2.22564 3.16125 -1.18861 0.351
H -2.11637 -1.60276 -0.16906 0.403
H -1.32398 0.33748 0.62306 0.441
H -1.01760 0.07531 -2.26089 0.655
H -1.06173 1.50080 -1.39110 0.091
```

Asked for total energy across the records above, the calculation gives -146406.7527, -30315.5362, -131793.2405, -24151.0661 eV in order.
Asked for F_max across the records above, the calculation gives 3.7, 4.7, 0.8, 4.2 eV/Å in order.